Entry 1:
Entry from the Open Molecules 2025 dataset: C8H15AgCl6O4 as an isolated structure in a non-equilibrium geometry (ωB97M-V/def2-TZVPD).

Calculated values
* HOMO (alpha / beta): -3.414 / -3.408 eV
* orbital gap (alpha / beta): 5.83 / 5.82 eV
* largest force on an atom: 0.221 hartree/bohr

The geometry in ORCA input format:
```
! RIJCOSX wB97M-V def2-TZVPD def2/J DEFGRID3
* xyz -1 2
Ag -0.070 1.027 -1.093
C 2.081 1.632 -3.378
O 0.807 2.034 -2.991
H 2.203 2.020 -4.398
H 2.842 2.135 -2.758
H 2.244 0.556 -3.226
C -2.708 2.009 -1.752
O -3.140 2.971 -2.504
O -1.886 2.428 -0.844
O -1.897 1.298 -2.470
Cl -1.320 -1.131 -0.081
C -2.525 -2.467 0.157
C -2.672 -2.806 1.668
Cl -1.107 -3.278 2.435
H -2.175 -3.258 -0.503
H -3.489 -2.123 -0.215
H -3.492 -3.500 1.840
H -2.990 -1.865 2.117
Cl 0.399 1.567 1.409
C -0.106 2.748 2.646
C -1.595 2.878 2.657
Cl -2.461 1.360 3.167
H 0.392 3.680 2.383
H 0.279 2.380 3.596
H -1.955 3.153 1.665
H -1.926 3.652 3.348
Cl 1.887 -0.802 -0.518
C 2.925 -2.166 -1.014
C 3.830 -2.609 0.130
Cl 2.948 -3.386 1.455
H 3.510 -1.943 -1.905
H 2.268 -2.997 -1.269
H 4.438 -1.786 0.499
H 4.462 -3.411 -0.251
*
```

=====

Entry 2:
Entry from the Open Molecules 2025 dataset: a 2-piece molecular cluster, C8H15BBrI2O4P overall (ωB97M-V/def2-TZVPD).

Calculated values
* HOMO: -8.729 eV
* orbital gap: 8.43 eV
* largest force on an atom: 0.012 hartree/bohr
* structure (SMILES): C[C@H](I)[C@@H](I)B(Br)P(C)O.C[C@@H]1COC(=O)O1

The geometry in ORCA input format:
```
! RIJCOSX wB97M-V def2-TZVPD def2/J DEFGRID3
* xyz 0 1
C 1.167 2.426 -2.418
C 1.582 0.983 -2.642
I 2.691 0.838 -4.491
C 0.443 -0.047 -2.572
I 0.032 -0.325 -0.472
B -0.866 0.230 -3.431
Br -0.816 -0.489 -5.205
P -2.621 1.099 -3.195
C -2.135 2.858 -3.492
O -2.803 1.086 -1.527
H 0.679 2.853 -3.295
H 0.474 2.477 -1.570
H 2.032 3.045 -2.185
H 2.337 0.691 -1.918
H 0.841 -1.015 -2.870
H -1.635 2.962 -4.459
H -1.481 3.232 -2.706
H -3.045 3.459 -3.521
H -3.740 0.990 -1.303
C 1.128 -3.647 4.451
C 0.755 -2.194 4.565
C -0.626 -1.812 4.063
O -0.428 -0.473 3.601
C 0.882 -0.326 3.279
O 1.331 0.602 2.691
O 1.591 -1.394 3.707
H 2.176 -3.791 4.710
H 0.521 -4.238 5.138
H 0.965 -4.007 3.435
H 0.898 -1.825 5.586
H -1.401 -1.812 4.825
H -0.927 -2.436 3.217
*
```

=====

Entry 3:
Entry from the Open Molecules 2025 dataset: C8H15BaN3OSe3Te as an isolated structure in a non-equilibrium geometry (ωB97M-V/def2-TZVPD).

Calculated values
* ΔE to the lowest compared entry with this formula, charge and spin: 33.7 kcal per mole
* HOMO: -5.937 eV
* orbital gap: 5.32 eV
* largest force on an atom: 0.039 hartree/bohr

The geometry in ORCA input format:
```
! RIJCOSX wB97M-V def2-TZVPD def2/J DEFGRID3
* xyz 0 1
Ba -0.729 -0.019 -0.417
Se -1.299 -3.056 -0.084
Se 1.096 -3.290 -0.296
Te 1.825 -1.456 -1.997
Se 3.599 -0.241 -0.764
C -2.579 4.326 -2.073
N -2.696 4.234 -0.619
C -3.408 5.256 0.153
C -2.158 3.199 -0.001
O -1.588 2.269 -0.587
H -3.112 5.208 -2.413
H -3.005 3.440 -2.542
H -1.531 4.399 -2.362
H -3.833 5.980 -0.534
H -2.729 5.776 0.828
H -4.217 4.810 0.729
H -2.252 3.208 1.091
C 0.434 -2.160 5.545
C 0.214 -0.962 4.687
C 0.078 0.378 4.990
C -0.102 1.025 3.754
N -0.076 0.147 2.762
N 0.111 -1.048 3.350
C -0.301 2.483 3.493
H 0.446 -1.868 6.593
H 1.387 -2.639 5.314
H -0.356 -2.897 5.403
H 0.111 0.824 5.969
H 0.190 -1.870 2.767
H -0.094 3.064 4.390
H -1.335 2.690 3.204
H 0.359 2.831 2.698
*
```

=====

Entry 4:
Entry from the Open Molecules 2025 dataset: a 2-piece molecular cluster, C8H15BrF3N5O2 overall in a non-equilibrium geometry (ωB97M-V/def2-TZVPD).

Calculated values
* HOMO: -5.975 eV
* orbital gap: 3.39 eV
* largest force on an atom: 0.104 hartree/bohr

The geometry in ORCA input format:
```
! RIJCOSX wB97M-V def2-TZVPD def2/J DEFGRID3
* xyz 0 1
C -1.493 1.471 -0.546
C -2.301 0.811 0.660
N -1.421 -0.051 1.576
N -1.557 0.545 2.842
C -2.496 0.154 3.848
N -2.317 1.041 4.969
C -1.276 1.915 4.525
N -0.772 2.947 5.226
N -0.783 1.591 3.201
Br 0.591 2.478 2.320
H -2.017 2.440 -0.867
H -0.420 1.749 -0.308
H -1.504 0.724 -1.408
H -3.217 0.214 0.304
H -2.744 1.672 1.285
H -1.915 -0.963 1.615
H -3.201 -0.719 3.691
H -0.501 3.783 4.684
H -0.650 2.983 6.240
C 3.259 -2.858 -2.677
C 2.825 -1.784 -1.694
O 2.395 -0.584 -2.312
C 1.043 -0.512 -2.851
O 0.151 -0.885 -1.957
C 0.883 -1.244 -4.232
F 1.995 -1.089 -5.002
F -0.132 -0.712 -4.956
F 0.652 -2.570 -4.160
H 3.819 -2.430 -3.510
H 3.885 -3.602 -2.174
H 2.402 -3.391 -3.085
H 3.707 -1.503 -1.108
H 2.096 -2.169 -0.974
H 1.013 0.548 -3.165
*
```

=====

Entry 5:
Entry from the Open Molecules 2025 dataset: a 2-piece molecular cluster, C8H15BrN3O overall in a non-equilibrium geometry (ωB97M-V/def2-TZVPD).

Calculated values
* ΔE to the lowest compared entry with this formula, charge and spin: 14.0 kcal per mole
* HOMO: -13.744 eV
* orbital gap: 10.74 eV
* largest force on an atom: 0.081 hartree/bohr

The geometry in ORCA input format:
```
! RIJCOSX wB97M-V def2-TZVPD def2/J DEFGRID3
* xyz 1 1
C -1.969 1.301 0.443
C -0.813 -1.386 0.604
C 0.224 -1.108 -1.676
C 0.398 -0.787 1.291
C 1.597 -0.921 -0.936
C -0.933 0.821 -0.587
C -0.999 -0.721 -0.833
C 0.498 1.067 -0.187
N -3.238 1.267 0.011
N 0.959 2.214 0.097
N 1.201 -0.123 0.239
O -1.649 1.595 1.544
Br 4.406 0.213 1.419
H -0.886 -2.471 0.414
H -1.826 -1.252 1.165
H 0.212 -0.669 -2.754
H 0.039 -2.193 -1.852
H -0.016 -0.003 1.839
H 0.978 -1.324 2.114
H 1.968 -1.977 -0.693
H 2.324 -0.498 -1.627
H -1.090 1.266 -1.659
H -1.916 -0.992 -1.220
H -3.422 1.705 -0.872
H -3.808 1.516 0.812
H 5.273 0.281 2.444
H 0.442 2.991 -0.290
H 2.047 0.187 0.748
*
```

=====

Entry 6:
Entry from the Open Molecules 2025 dataset: C8H15ClLuNO2Ti as an isolated structure in a non-equilibrium geometry (ωB97M-V/def2-TZVPD).

Calculated values
* HOMO (alpha / beta): -1.968 / -1.825 eV
* orbital gap (alpha / beta): 4.26 / 4.11 eV
* largest force on an atom: 0.063 hartree/bohr

The geometry in ORCA input format:
```
! RIJCOSX wB97M-V def2-TZVPD def2/J DEFGRID3
* xyz -1 2
Ti -1.021 0.317 0.431
Cl -1.591 1.941 -0.988
C -2.540 -0.837 0.825
H -2.433 -1.524 1.661
H -2.757 -1.407 -0.095
H -3.347 -0.102 0.985
Lu 0.975 -1.585 -3.508
C 2.575 0.020 -3.423
C -0.929 -0.896 -4.502
C 0.965 -2.985 -1.818
H -1.561 -1.789 -4.592
H -1.457 -0.086 -3.956
H -0.657 -0.554 -5.508
H 3.488 -0.468 -3.061
H 2.756 0.368 -4.449
H 2.331 0.895 -2.782
H -0.125 -2.884 -1.406
H 1.732 -2.790 -0.985
O -0.710 3.525 2.403
C -0.284 2.468 2.824
C 0.438 2.001 4.078
C 0.765 0.495 3.907
C 0.285 0.235 2.529
O 0.340 -0.711 1.641
N -0.365 1.291 2.041
H 1.329 2.629 4.144
H -0.251 2.224 4.898
H 1.826 0.299 4.052
H 0.220 -0.090 4.655
*
```